# 1
The following is a quantum chemistry calculation of 6 unconnected molecules or ions with the total composition C33H36BF5N3O, from the Open Molecules 2025 dataset.

Geometry as XYZ:
```
79
C33H36BF5N3O (the ωB97M-V functional and the def2-TZVPD basis)
C 1.5878 -2.9960 -0.0007
N 2.5404 -2.3791 -0.9264
C 3.7841 -2.7436 -1.0637
N 4.2152 -3.8466 -0.3819
N 4.6623 -2.0186 -1.8502
B 4.7684 -0.5584 -1.7596
C 4.3667 0.1617 -0.4414
O 5.2473 0.0929 -2.8730
H 0.5821 -2.7164 -0.3104
H 1.6589 -4.0815 -0.0359
H 1.7516 -2.6253 1.0124
H 2.2215 -1.5797 -1.4572
H 3.6656 -4.6496 -0.6990
H 5.1757 -4.0298 -0.6601
H 4.7443 -2.3844 -2.7938
H 3.7532 1.0320 -0.7018
H 3.7970 -0.4373 0.2689
H 5.2440 0.5702 0.0730
H 4.5983 0.3270 -3.5479
F 1.2025 0.4479 -0.2167
C 0.5808 1.6108 0.1584
C 0.3242 2.5629 -0.8028
C -0.3178 3.7287 -0.4037
C -0.6820 3.9094 0.9239
C -0.4085 2.9261 1.8658
C 0.2337 1.7565 1.4821
H 0.6147 2.3980 -1.8318
H -0.5333 4.4969 -1.1336
H -1.1815 4.8200 1.2262
H -0.6970 3.0697 2.8961
H 0.4513 0.9700 2.1904
F -1.4050 -0.3054 3.1909
C -2.3011 -0.9533 2.4105
C -2.8964 -2.0952 2.9063
C -3.8169 -2.7583 2.1069
C -4.1218 -2.2796 0.8401
C -3.5041 -1.1288 0.3702
C -2.5830 -0.4488 1.1562
H -2.6441 -2.4465 3.8974
H -4.3012 -3.6505 2.4808
H -4.8432 -2.7988 0.2241
H -3.7419 -0.7504 -0.6155
H -2.0966 0.4533 0.8103
F -1.7775 6.2107 -2.3203
C -2.6972 5.5577 -3.0693
C -3.2897 4.4270 -2.5465
C -4.2349 3.7637 -3.3168
C -4.5640 4.2313 -4.5813
C -3.9464 5.3706 -5.0794
C -3.0022 6.0489 -4.3216
H -3.0188 4.0819 -1.5579
H -4.7179 2.8794 -2.9223
H -5.3026 3.7118 -5.1763
H -4.2011 5.7387 -6.0642
H -2.5130 6.9422 -4.6843
F 2.0590 -6.2252 -1.7323
C 2.8883 -6.9519 -2.5462
C 2.5846 -7.0436 -3.8866
C 3.4408 -7.7742 -4.6996
C 4.5642 -8.3927 -4.1674
C 4.8404 -8.2812 -2.8121
C 3.9963 -7.5508 -1.9865
H 1.6971 -6.5653 -4.2778
H 3.2222 -7.8628 -5.7550
H 5.2209 -8.9643 -4.8081
H 5.7104 -8.7660 -2.3909
H 4.1889 -7.4567 -0.9251
F -0.7671 4.5470 4.4625
C -1.6710 4.5164 5.4749
C -2.8080 5.2885 5.3659
C -3.7287 5.2471 6.4035
C -3.4992 4.4496 7.5160
C -2.3430 3.6859 7.5938
C -1.4124 3.7119 6.5644
H -2.9607 5.9060 4.4915
H -4.6291 5.8433 6.3399
H -4.2198 4.4247 8.3218
H -2.1595 3.0663 8.4614
H -0.5046 3.1257 6.6000
```

Results
- E_HOMO: -10.7223 eV
- Frontier orbital gap: 7.7 eV
- Net charge: +1
- Maximum force: 1.76 eV/A

---

# 2
The following is a quantum chemistry calculation of a gas-phase ion, C19H19F2O (charge +1), from the Open Molecules 2025 dataset.

Geometry as XYZ:
```
41
C19H19F2O (the ωB97M-V functional and the def2-TZVPD basis)
C 0.1738 -1.8596 5.0607
C 0.1208 -1.1366 3.7641
C -0.3965 -1.7530 2.6317
F -0.7820 -3.0710 2.7097
C -0.4739 -1.1170 1.3942
C 0.1478 0.1248 1.2382
C 0.1112 0.8488 -0.1248
C 0.5600 -0.0286 -1.3130
C 0.9347 -1.3751 -1.1855
C 1.1117 -2.1384 -2.3311
F 1.3478 -3.4829 -2.1868
C 1.0301 -1.6172 -3.6152
C 1.2013 -2.5355 -4.7689
C 0.7772 -0.2471 -3.7272
C 0.6379 0.5394 -2.5904
C 0.6767 0.7653 2.3643
C 0.5865 0.1767 3.6226
H 0.2906 -1.1410 5.8765
H -0.7282 -2.4497 5.2523
H 1.0275 -2.5490 5.1049
H -0.9514 -1.6114 0.5524
H 0.8354 1.6826 -0.0571
H 1.0489 -1.8663 -0.2203
H 1.1226 -1.9872 -5.7088
H 2.1745 -3.0397 -4.7435
H 0.4362 -3.3219 -4.7649
H 0.6730 0.2105 -4.7089
H 0.5542 1.6199 -2.7038
H 1.1247 1.7549 2.2433
H 0.9015 0.7326 4.5070
C -1.6051 2.4906 0.7885
C -1.2940 3.8349 0.1733
O -1.3741 3.6233 -1.3056
C -1.3342 2.3396 -1.5276
C -1.2334 1.4545 -0.3256
H -1.0957 2.3346 1.7385
H -2.6878 2.4027 0.9805
H -2.0189 4.6172 0.4150
H -0.2631 4.1537 0.4078
H -1.3731 1.9672 -2.5555
H -1.9951 0.6547 -0.3611
```

Results
- E_HOMO: -12.0920 eV
- Frontier orbital gap: 6.7 eV
- ΔE to the lowest compared entry with this formula, charge and spin: 0.00 kJ/mol
- Net charge: +1
- Maximum force: 3.18 eV/A

---

# 3
The following is a quantum chemistry calculation of a single C5H8O molecule, from the Open Molecules 2025 dataset.

Geometry as XYZ:
```
14
C5H8O (the ωB97M-V functional and the def2-TZVPD basis)
C 0.2116 -0.8518 2.9932
C -0.3945 -0.6125 1.6447
C 0.1933 0.0265 0.6244
C -0.1091 -0.1485 -0.7787
C 0.3536 0.6809 -1.7234
O -0.3937 0.8981 -2.8564
H 1.1049 -1.4667 2.8748
H -0.4675 -1.3647 3.6681
H 0.5535 0.0802 3.4487
H -1.3722 -1.0336 1.4182
H 1.0143 0.6907 0.9118
H -0.7959 -0.9530 -1.0196
H 1.3133 1.1829 -1.6443
H 0.1926 0.8400 -3.6212
```

Results
- E_HOMO: -7.8389 eV
- Frontier orbital gap: 8.7 eV
- ΔE to the lowest compared entry with this formula, charge and spin: 194.26 kJ/mol
- Net charge: 0
- Structure (SMILES): C/C=C/C=C/O
- Maximum force: 1.55 eV/A

---

# 4
The following is a quantum chemistry calculation of 2 unconnected molecules or ions with the total composition C5H8O, from the Open Molecules 2025 dataset.

Geometry as XYZ:
```
14
C5H8O (the ωB97M-V functional and the def2-TZVPD basis)
C 1.5385 -1.4359 -0.0758
C 0.3231 -0.6500 -0.4370
C 0.0420 0.8350 -0.1730
C -1.2250 0.5829 0.1734
C -1.0724 -0.9022 -0.1243
O -0.5722 -1.0591 -1.4729
H 1.7845 -1.2489 0.9754
H 2.4034 -1.1518 -0.6834
H 1.3485 -2.5036 -0.2095
H 0.6034 1.7406 -0.3722
H -2.0684 1.1997 0.4619
H -1.5312 -1.7658 0.3407
H -0.5004 3.0605 1.0031
H -1.0737 3.2987 0.5935
```

Results
- E_HOMO: -9.2115 eV
- Frontier orbital gap: 10.3 eV
- ΔE to the lowest compared entry with this formula, charge and spin: 430.96 kJ/mol
- Net charge: 0
- Structure (SMILES): C[C@]12C=C[C@H]1O2.[H][H]
- Maximum force: 0.43 eV/A

---

# 5
The following is a quantum chemistry calculation of 2 unconnected molecules or ions with the total composition C4H6NO4, from the Open Molecules 2025 dataset.

Geometry as XYZ:
```
15
C4H6NO4 (the ωB97M-V functional and the def2-TZVPD basis)
C 0.4920 -0.4545 3.8222
C -0.2684 0.4373 0.5609
C -0.7412 0.9764 -1.8317
C 0.6345 -0.9633 -1.2878
N 0.0150 0.2537 -0.8625
O -0.3165 -1.2604 3.9424
O -1.0081 1.3846 0.8319
O 1.3313 0.3252 3.8961
O 0.2959 -0.3602 1.3315
H -0.0841 1.4415 -2.5815
H -1.4663 0.3331 -2.3641
H -1.2886 1.7553 -1.2948
H 0.9045 -1.5143 -0.3835
H -0.0447 -1.5828 -1.9007
H 1.5447 -0.7716 -1.8783
```

Results
- E_HOMO: -4.1510 eV
- Frontier orbital gap: 7.9 eV
- ΔE to the lowest compared entry with this formula, charge and spin: 0.00 kJ/mol
- Net charge: -1
- Maximum force: 1.59 eV/A

---

# 6
The following is a quantum chemistry calculation of a single C2H4BFO molecule, from the Open Molecules 2025 dataset.

Geometry as XYZ:
```
9
C2H4BFO (the ωB97M-V functional and the def2-TZVPD basis)
B -0.7183 0.5307 -0.2578
C 0.6022 0.6777 0.4364
F 1.3576 1.8044 0.1616
C 1.7831 -0.6370 -0.1306
O 2.5857 -0.3420 -0.9493
H -1.6852 -0.0388 0.1390
H -0.6313 1.2018 -1.2419
H 0.8632 0.5783 1.5541
H 1.6214 -1.6067 0.4639
```

Results
- E_HOMO: -9.8585 eV
- Frontier orbital gap: 9.4 eV
- ΔE to the lowest compared entry with this formula, charge and spin: 239.67 kJ/mol
- Net charge: 0
- Structure (SMILES): B[C@H](F)C=O
- Maximum force: 5.18 eV/A